The following is a DFT calculation (the ωB97M-V functional and the def2-TZVPD basis) of a cluster of 2 separate species, C4H7N2O3 in total at a distorted geometry.

```
16
Properties=species:S:1:pos:R:3
C 1.19 0.02 -0.86
C -0.63 -1.78 -0.65
C 1.03 0.00 2.24
C -0.26 -0.38 -1.03
N 0.38 0.59 1.31
N -1.13 0.46 -1.50
O 2.06 -0.76 -0.59
O -0.19 -2.36 0.30
O 1.38 -1.23 2.25
H 1.37 1.08 -1.08
H -1.32 -2.25 -1.37
H 1.35 0.54 3.14
H 0.18 1.57 1.40
H -0.84 1.38 -1.83
H 1.06 -1.76 1.49
H -2.12 0.25 -1.51
```

Computed properties:
- net charge = +1
- gap between HOMO and LUMO (Ha) = 0.2974
- HOMO (Ha) = -0.53831
- spin multiplicity = 1
- energy relative to the best compared isomer or geometry (same formula, charge and spin) (kcal/mol) = 52.9